Formula: C4H6S2
Source: OMol25
Level of theory: ωB97M-V/def2-TZVPD

```
12
Properties=species:S:1:pos:R:3:forces:R:3
H 0.493742 -0.491739 1.991666 0.167 1.104 2.157
C 0.109562 0.415026 -0.989170 2.342 -0.693 -2.258
C -0.859806 1.490519 -1.360875 -2.113 -4.371 -1.229
H 1.282247 -1.798369 1.171264 -1.483 1.421 -0.569
H -0.564474 2.439009 -1.255555 0.704 3.598 0.481
C -0.885800 0.699986 -0.076625 -3.541 -0.005 4.858
H -0.667166 1.214142 0.932328 -0.357 -0.411 -2.103
C 0.627636 -0.841884 1.032720 1.642 -3.129 -0.119
H -1.575926 1.230824 -2.187298 1.000 0.492 0.839
S -1.110178 -1.156670 0.537953 -0.520 1.422 -0.034
S 1.568814 0.369877 0.026743 0.563 -0.494 -0.982
H -0.256155 -0.587080 -1.323841 1.597 1.066 -1.041
```
Forces are in eV/Å.

The total charge is 0. The value obtained for the energy relative to the best compared isomer or geometry (same formula, charge and spin) is 91.0 kcal per mole. As for the maximum force: 6.012 eV/Å. The HOMO energy comes out at -8.3 eV. For the calculated total energy, the calculation gives -25911.344 eV. The SMILES is C1S[C@@H]2C[C@H]2S1. The calculation puts the LUMO energy at 0.7 eV.